--- one ---
Entry from the OMol25 dataset: a cluster of 8 separate species, C32H88N8O8 in total (ωB97M-V with the def2-TZVPD basis set).

Element x y z (Å)
C 1.736 -0.170 -0.962
O 0.991 0.465 0.059
C 1.849 1.033 1.074
C 1.083 1.652 2.282
C 2.017 2.018 3.429
N 0.198 0.595 2.764
H 2.359 -0.924 -0.481
H 2.359 0.480 -1.576
H 1.090 -0.690 -1.669
H 2.544 0.302 1.487
H 2.432 1.836 0.622
H 0.530 2.548 2.001
H 2.666 1.256 3.860
H 1.415 2.383 4.261
H 2.710 2.822 3.179
H 0.729 -0.258 2.864
H -0.396 0.316 1.996
C 7.268 0.966 -9.049
O 6.718 2.224 -9.416
C 7.687 3.164 -9.952
C 7.766 3.063 -11.448
C 8.998 3.708 -12.029
N 6.573 3.641 -12.083
H 7.831 1.000 -8.117
H 7.853 0.566 -9.877
H 6.550 0.175 -8.833
H 7.486 4.172 -9.590
H 8.683 2.859 -9.634
H 7.844 2.013 -11.731
H 9.876 3.310 -11.519
H 8.841 4.769 -11.835
H 9.087 3.543 -13.103
H 5.838 2.987 -12.310
H 6.717 4.000 -13.017
C 9.740 -0.395 0.018
O 11.006 0.332 -0.121
C 10.865 1.572 -0.845
C 12.196 2.381 -0.952
C 12.663 2.870 0.468
N 12.094 3.573 -1.761
H 9.048 0.303 0.489
H 9.827 -1.226 0.717
H 9.312 -0.869 -0.865
H 10.501 1.305 -1.837
H 10.126 2.205 -0.354
H 12.987 1.756 -1.367
H 13.695 3.209 0.375
H 12.693 2.024 1.154
H 11.991 3.610 0.901
H 11.337 4.139 -1.404
H 12.937 4.124 -1.691
C 1.644 -4.999 6.178
O 2.185 -4.608 4.896
C 3.143 -5.447 4.283
C 4.415 -5.761 5.201
C 5.074 -4.432 5.650
N 5.470 -6.538 4.550
H 1.530 -6.067 6.360
H 0.672 -4.541 6.359
H 2.263 -4.594 6.979
H 2.674 -6.416 4.116
H 3.535 -5.122 3.319
H 4.087 -6.239 6.125
H 4.462 -3.996 6.440
H 5.042 -3.719 4.826
H 6.116 -4.489 5.965
H 6.346 -6.498 5.050
H 5.201 -7.508 4.637
C -3.556 -6.554 -1.243
O -4.235 -6.841 -2.446
C -4.057 -8.199 -2.805
C -5.004 -8.509 -4.041
C -6.444 -8.504 -3.532
N -4.674 -9.747 -4.686
H -3.088 -5.570 -1.246
H -2.726 -7.209 -0.979
H -4.254 -6.582 -0.406
H -3.002 -8.402 -2.989
H -4.377 -8.845 -1.988
H -4.770 -7.697 -4.729
H -6.688 -7.625 -2.934
H -6.622 -9.325 -2.837
H -7.187 -8.415 -4.325
H -3.697 -9.767 -4.940
H -4.979 -10.563 -4.175
C -5.851 -2.285 -6.567
O -7.196 -1.884 -6.699
C -8.094 -2.936 -6.818
C -9.522 -2.492 -7.192
C -10.551 -3.560 -7.250
N -9.607 -1.797 -8.459
H -5.584 -2.976 -7.367
H -5.662 -2.880 -5.674
H -5.191 -1.419 -6.511
H -7.816 -3.571 -7.659
H -8.162 -3.528 -5.905
H -9.891 -1.815 -6.421
H -10.397 -4.311 -6.475
H -10.717 -3.982 -8.241
H -11.557 -3.212 -7.015
H -9.518 -2.396 -9.267
H -8.817 -1.167 -8.468
C -3.028 8.356 5.652
O -3.079 8.930 6.970
C -4.178 8.724 7.845
C -5.497 9.416 7.322
C -5.404 10.974 7.399
N -6.616 9.030 8.092
H -3.815 8.795 5.039
H -3.048 7.268 5.727
H -2.083 8.443 5.117
H -4.253 7.642 7.955
H -3.810 9.105 8.797
H -5.628 9.138 6.276
H -6.409 11.356 7.218
H -4.801 11.302 6.552
H -4.996 11.328 8.345
H -6.626 8.022 8.155
H -6.392 9.285 9.043
C -8.308 1.015 5.760
O -7.640 2.062 6.421
C -6.237 1.956 6.591
C -5.928 1.293 7.931
C -6.673 1.823 9.203
N -4.519 1.408 8.265
H -8.007 0.853 4.725
H -9.389 1.154 5.788
H -8.197 0.023 6.196
H -5.739 1.597 5.690
H -5.933 3.002 6.549
H -6.171 0.248 7.737
H -6.459 2.848 9.506
H -6.480 1.189 10.068
H -7.750 1.741 9.058
H -4.190 2.357 8.364
H -4.031 1.121 7.429

The value obtained for the frontier orbital gap is 0.352 hartree. Its net charge is 0. Its SMILES is COC[C@H](C)N.COC[C@H](C)N.COC[C@H](C)N.COC[C@H](C)N.COC[C@H](C)N.COC[C@H](C)N.COC[C@H](C)N.COC[C@H](C)N. The value obtained for the HOMO energy is -9.04 eV.

---

--- two ---
Entry from the OMol25 dataset: a cluster of 8 separate species, C32H88N8O8 in total (ωB97M-V with the def2-TZVPD basis set).

Element x y z (Å)
C 1.267 -17.762 -20.129
O 0.007 -17.169 -20.233
C -0.323 -16.454 -19.053
C -1.613 -15.747 -19.334
C -2.176 -15.002 -18.124
N -2.722 -16.665 -19.711
H 2.071 -17.038 -20.259
H 1.475 -18.424 -20.970
H 1.473 -18.329 -19.222
H -0.397 -16.988 -18.106
H 0.399 -15.689 -18.769
H -1.504 -14.978 -20.099
H -1.601 -14.726 -17.239
H -3.036 -15.496 -17.671
H -2.382 -13.962 -18.378
H -3.508 -16.162 -20.097
H -2.273 -16.990 -20.555
C 2.693 -21.750 -20.364
O 3.791 -21.587 -19.450
C 3.678 -20.564 -18.413
C 5.088 -20.631 -17.748
C 6.256 -20.086 -18.551
N 5.348 -22.012 -17.394
H 2.599 -20.856 -20.980
H 1.730 -21.878 -19.870
H 2.804 -22.714 -20.860
H 3.352 -19.582 -18.753
H 2.973 -21.010 -17.712
H 4.969 -20.051 -16.833
H 7.198 -20.625 -18.454
H 6.416 -19.030 -18.333
H 6.176 -20.188 -19.633
H 4.971 -22.406 -18.244
H 4.694 -22.321 -16.690
C 0.733 -13.343 -14.436
O 2.109 -12.696 -14.400
C 2.141 -11.363 -13.979
C 1.124 -10.325 -14.630
C 1.493 -10.226 -16.138
N 1.242 -9.002 -14.022
H 0.118 -12.936 -15.239
H 0.272 -13.333 -13.448
H 0.901 -14.411 -14.572
H 1.845 -11.471 -12.935
H 3.138 -10.924 -14.026
H 0.066 -10.586 -14.599
H 0.814 -9.553 -16.662
H 1.329 -11.175 -16.649
H 2.540 -9.996 -16.339
H 1.430 -9.103 -13.035
H 0.285 -8.680 -14.006
C -0.077 -11.401 -21.025
O 0.587 -12.588 -21.530
C 1.786 -12.945 -20.918
C 2.143 -14.314 -21.494
C 3.358 -14.834 -20.643
N 2.850 -14.198 -22.793
H 0.709 -10.660 -20.876
H -0.292 -11.452 -19.957
H -0.920 -11.089 -21.642
H 2.437 -12.083 -21.063
H 1.617 -12.899 -19.842
H 1.234 -14.911 -21.570
H 3.622 -15.859 -20.900
H 2.934 -14.962 -19.647
H 4.180 -14.120 -20.592
H 2.460 -13.496 -23.405
H 3.766 -13.904 -22.486
C 1.449 -17.620 -14.692
O 2.314 -17.369 -15.750
C 3.675 -16.984 -15.408
C 4.519 -17.114 -16.654
C 5.961 -16.767 -16.367
N 4.037 -16.218 -17.704
H 1.736 -18.417 -14.006
H 0.489 -17.947 -15.091
H 1.291 -16.666 -14.187
H 3.674 -16.024 -14.892
H 3.965 -17.730 -14.668
H 4.396 -18.130 -17.028
H 6.426 -16.810 -17.351
H 6.463 -17.553 -15.801
H 6.083 -15.795 -15.889
H 3.036 -16.341 -17.645
H 4.216 -15.248 -17.483
C 0.236 -21.085 -16.687
O -0.190 -21.376 -17.984
C -1.262 -20.661 -18.477
C -1.774 -21.494 -19.610
C -2.679 -20.749 -20.433
N -2.417 -22.704 -19.243
H 0.759 -21.968 -16.321
H -0.623 -20.888 -16.046
H 0.863 -20.193 -16.687
H -1.966 -20.546 -17.653
H -0.992 -19.670 -18.842
H -1.049 -21.822 -20.355
H -2.904 -21.324 -21.331
H -2.237 -19.859 -20.880
H -3.571 -20.498 -19.859
H -2.214 -23.336 -20.004
H -1.915 -23.059 -18.441
C 3.987 -17.385 -11.297
O 3.789 -16.129 -12.059
C 5.025 -15.490 -12.314
C 4.975 -14.200 -13.060
C 6.431 -13.619 -13.205
N 4.147 -13.252 -12.403
H 3.459 -18.160 -11.853
H 3.654 -17.313 -10.262
H 5.024 -17.705 -11.192
H 5.480 -15.249 -11.354
H 5.620 -16.312 -12.712
H 4.531 -14.241 -14.055
H 6.459 -12.529 -13.210
H 6.739 -13.955 -14.195
H 7.039 -14.006 -12.388
H 3.396 -13.822 -12.042
H 3.713 -12.728 -13.149
C 7.831 -13.947 -17.916
O 9.108 -14.460 -17.574
C 9.773 -14.136 -16.388
C 10.647 -12.889 -16.686
C 12.076 -13.232 -17.146
N 10.796 -11.980 -15.529
H 7.354 -14.532 -18.703
H 7.832 -12.911 -18.254
H 7.078 -14.061 -17.136
H 9.071 -13.913 -15.585
H 10.307 -15.015 -16.025
H 10.226 -12.287 -17.491
H 12.538 -13.794 -16.334
H 12.711 -12.425 -17.509
H 11.945 -13.891 -18.005
H 9.801 -11.808 -15.525
H 11.232 -11.108 -15.792

The value obtained for the frontier orbital gap is 0.346 hartree. Its net charge is 0. Its SMILES is COC[C@H](C)N.COC[C@H](C)N.COC[C@H](C)N.COC[C@H](C)N.COC[C@H](C)N.COC[C@H](C)N.COC[C@H](C)N.COC[C@H](C)N. The value obtained for the HOMO energy is -9.12 eV.

---

--- three ---
Entry from the OMol25 dataset: a cluster of 8 separate species, C32H88N8O8 in total (ωB97M-V with the def2-TZVPD basis set).

Element x y z (Å)
C 30.416 -19.089 -13.103
O 28.981 -19.228 -13.318
C 28.085 -18.655 -12.389
C 26.689 -19.065 -12.940
C 25.577 -18.442 -12.127
N 26.423 -20.531 -13.178
H 30.616 -18.430 -12.258
H 30.966 -18.762 -13.985
H 30.820 -20.070 -12.853
H 28.109 -19.097 -11.392
H 28.237 -17.576 -12.367
H 26.534 -18.506 -13.863
H 25.918 -17.414 -12.008
H 25.429 -18.939 -11.168
H 24.560 -18.302 -12.491
H 27.239 -20.737 -13.736
H 25.601 -20.708 -13.737
C 21.440 -23.286 -16.527
O 22.694 -23.513 -15.987
C 23.221 -22.452 -15.177
C 23.833 -21.217 -15.923
C 25.039 -21.609 -16.733
N 24.161 -20.091 -15.058
H 20.740 -23.226 -15.693
H 21.009 -24.212 -16.908
H 21.439 -22.526 -17.308
H 22.454 -22.050 -14.516
H 24.007 -22.908 -14.576
H 23.131 -20.804 -16.648
H 25.446 -20.828 -17.376
H 24.765 -22.406 -17.424
H 25.833 -22.018 -16.108
H 24.670 -19.561 -15.751
H 23.467 -19.445 -14.710
C 21.690 -19.085 -19.023
O 22.084 -18.720 -20.325
C 21.280 -19.196 -21.371
C 21.975 -18.674 -22.625
C 22.224 -17.165 -22.549
N 21.016 -18.897 -23.696
H 21.024 -18.317 -18.629
H 22.573 -19.279 -18.414
H 21.265 -20.089 -18.997
H 21.324 -20.284 -21.410
H 20.224 -18.928 -21.331
H 22.927 -19.163 -22.832
H 23.024 -16.712 -21.963
H 21.356 -16.593 -22.220
H 22.314 -16.840 -23.585
H 20.907 -19.874 -23.925
H 20.040 -18.662 -23.586
C 24.590 -14.685 -10.884
O 24.556 -15.033 -9.576
C 24.849 -16.469 -9.431
C 24.575 -16.966 -8.035
C 24.969 -18.458 -7.956
N 23.103 -16.811 -7.845
H 24.007 -15.342 -11.529
H 25.524 -14.664 -11.445
H 24.108 -13.712 -10.977
H 24.118 -16.913 -10.106
H 25.926 -16.519 -9.590
H 25.110 -16.403 -7.270
H 25.384 -18.851 -8.885
H 24.181 -19.177 -7.733
H 25.681 -18.513 -7.134
H 23.087 -15.848 -7.541
H 22.694 -17.299 -7.061
C 23.006 -13.984 -19.636
O 24.034 -13.159 -20.108
C 25.239 -13.420 -19.442
C 26.327 -12.477 -19.952
C 27.473 -12.511 -18.963
N 25.644 -11.192 -19.917
H 23.144 -14.134 -18.565
H 22.728 -14.776 -20.331
H 22.052 -13.460 -19.695
H 25.234 -13.428 -18.352
H 25.687 -14.381 -19.695
H 26.621 -12.717 -20.974
H 28.284 -11.888 -19.339
H 27.922 -13.490 -18.798
H 27.199 -12.018 -18.030
H 24.776 -11.265 -20.428
H 26.121 -10.518 -20.498
C 23.956 -16.829 -14.803
O 24.293 -17.468 -16.018
C 25.376 -16.823 -16.766
C 25.515 -17.374 -18.173
C 26.756 -16.793 -19.012
N 24.289 -17.290 -18.927
H 23.246 -17.488 -14.303
H 23.480 -15.860 -14.954
H 24.730 -16.780 -14.037
H 25.257 -15.741 -16.698
H 26.348 -16.742 -16.280
H 25.650 -18.446 -18.029
H 26.824 -15.794 -18.582
H 26.483 -16.710 -20.064
H 27.762 -17.101 -18.725
H 23.432 -17.640 -18.523
H 24.314 -17.586 -19.893
C 33.844 -13.501 -22.911
O 32.400 -13.451 -22.731
C 31.906 -14.741 -22.380
C 30.351 -14.596 -22.055
C 29.760 -15.848 -21.430
N 29.641 -14.637 -23.404
H 34.245 -12.547 -22.569
H 34.189 -13.708 -23.924
H 34.362 -14.210 -22.265
H 32.233 -15.432 -23.158
H 32.461 -15.106 -21.516
H 30.042 -13.653 -21.605
H 30.215 -16.731 -21.880
H 28.670 -15.862 -21.431
H 30.117 -15.793 -20.401
H 29.727 -15.510 -23.905
H 30.067 -13.984 -24.046
C 28.792 -19.539 -17.897
O 29.360 -20.212 -16.792
C 29.165 -21.642 -16.849
C 29.663 -22.257 -15.558
C 29.723 -23.786 -15.414
N 28.768 -21.779 -14.498
H 28.606 -20.240 -18.710
H 29.497 -18.738 -18.121
H 27.814 -19.121 -17.658
H 28.191 -21.979 -17.204
H 29.851 -21.866 -17.665
H 30.696 -21.918 -15.488
H 29.390 -24.182 -14.455
H 30.745 -24.124 -15.584
H 29.208 -24.312 -16.218
H 28.599 -20.786 -14.577
H 29.058 -21.930 -13.543

The value obtained for the frontier orbital gap is 0.326 hartree. Its net charge is 0. Its SMILES is COC[C@H](C)N.COC[C@H](C)N.COC[C@H](C)N.COC[C@H](C)N.COC[C@H](C)N.COC[C@H](C)N.COC[C@H](C)N.COC[C@H](C)N. The value obtained for the HOMO energy is -8.33 eV.

---

In terms of stability, one leads; the second structure lies 1.499 eV higher.